{"formula": "C8H31O7", "method": "ωB97M-V/def2-TZVPD", "species": ["O", "H", "H", "H", "C", "O", "H", "H", "H", "H", "C", "O", "H", "H", "H", "H", "C", "O", "H", "H", "H", "H", "C", "O", "H", "H", "H", "H", "C", "O", "H", "H", "H", "H", "C", "C", "C", "O", "H", "H", "H", "H", "H", "H", "H", "H"], "positions_angstrom": [[-54.611, -24.432, -0.417], [-54.841, -24.936, 0.411], [-54.749, -23.405, -0.209], [-53.652, -24.534, -0.325], [-57.189, -22.488, 1.113], [-56.103, -22.215, 0.259], [-58.049, -22.397, 0.452], [-57.326, -21.600, 1.851], [-57.246, -23.352, 1.517], [-55.838, -21.252, 0.158], [-52.249, -24.119, 2.130], [-53.603, -24.496, 2.092], [-52.069, -23.121, 1.640], [-51.734, -24.727, 1.461], [-51.792, -24.149, 3.069], [-53.983, -24.114, 3.036], [-54.101, -21.789, -2.496], [-53.217, -22.011, -1.330], [-54.545, -22.767, -2.927], [-53.478, -21.235, -3.356], [-55.053, -21.261, -2.047], [-52.655, -21.374, -1.320], [-52.088, -25.102, -2.430], [-52.202, -25.476, -1.072], [-52.207, -24.153, -2.647], [-52.703, -25.633, -3.243], [-51.094, -25.325, -2.637], [-51.495, -26.169, -0.638], [-56.291, -26.755, -3.182], [-55.326, -26.465, -2.159], [-55.846, -26.168, -3.968], [-57.404, -26.248, -2.720], [-56.375, -27.695, -3.209], [-54.632, -27.328, -2.214], [-54.003, -27.788, 1.298], [-55.590, -27.722, 0.963], [-56.476, -28.362, 2.069], [-56.005, -26.348, 0.777], [-53.461, -27.229, 0.490], [-53.532, -28.809, 1.207], [-53.643, -27.145, 2.133], [-55.745, -28.229, 0.161], [-56.073, -29.330, 2.062], [-57.533, -27.941, 1.665], [-56.221, -27.751, 3.050], [-56.935, -26.435, 0.433]], "relative_energy_ev": 6.578, "gap_ev": 10.439, "homo_energy_ev": -12.75, "e_lumo_ha": -0.085, "molar_mass_g_mol": 239.33, "total_charge": 1}

***

{"formula": "C8H32BrN16O8Y", "method": "ωB97M-V/def2-TZVPD", "species": ["Y", "Br", "C", "O", "N", "N", "H", "H", "H", "H", "C", "O", "N", "N", "H", "H", "H", "H", "C", "O", "N", "N", "H", "H", "H", "H", "C", "O", "N", "N", "H", "H", "H", "H", "C", "O", "N", "N", "H", "H", "H", "H", "C", "O", "N", "N", "H", "H", "H", "H", "C", "O", "N", "N", "H", "H", "H", "H", "C", "O", "N", "N", "H", "H", "H", "H"], "positions_angstrom": [[-3.491, 8.915, 5.639], [-2.925, 9.032, 8.498], [-6.600, 10.026, 7.071], [-5.523, 9.515, 6.815], [-7.396, 9.548, 8.061], [-7.115, 11.096, 6.380], [-7.095, 8.749, 8.590], [-8.311, 9.938, 8.196], [-7.685, 11.770, 6.860], [-6.613, 11.389, 5.561], [-6.359, 8.529, 3.511], [-5.471, 8.571, 4.360], [-7.562, 9.145, 3.691], [-6.241, 7.842, 2.354], [-7.734, 9.683, 4.523], [-8.181, 9.292, 2.913], [-5.369, 7.360, 2.226], [-6.920, 7.934, 1.622], [-0.211, 10.158, 5.957], [-1.336, 9.864, 5.554], [0.840, 10.405, 5.130], [0.060, 10.158, 7.280], [0.711, 10.329, 4.139], [1.767, 10.484, 5.506], [0.971, 10.356, 7.653], [-0.715, 9.880, 7.880], [-3.604, 12.172, 6.621], [-3.624, 11.147, 5.923], [-3.434, 12.174, 7.951], [-3.689, 13.393, 6.029], [-3.427, 11.287, 8.450], [-3.608, 13.019, 8.468], [-3.671, 13.467, 5.031], [-3.784, 14.170, 6.658], [-0.701, 6.502, 5.802], [-1.679, 7.196, 6.089], [0.561, 6.923, 6.001], [-0.867, 5.219, 5.371], [0.697, 7.905, 6.156], [1.319, 6.299, 5.790], [-1.780, 4.817, 5.499], [-0.087, 4.604, 5.218], [-3.071, 10.850, 2.386], [-3.412, 10.216, 3.371], [-3.776, 11.913, 1.934], [-2.008, 10.534, 1.579], [-4.660, 12.128, 2.354], [-3.493, 12.476, 1.152], [-1.399, 9.794, 1.863], [-1.782, 11.166, 0.832], [-4.555, 5.750, 6.811], [-4.389, 6.894, 6.405], [-3.549, 5.056, 7.404], [-5.694, 5.051, 6.521], [-2.793, 5.654, 7.707], [-3.586, 4.082, 7.642], [-5.692, 4.058, 6.667], [-6.357, 5.549, 5.955], [-3.054, 6.465, 3.030], [-3.178, 7.257, 3.954], [-2.059, 6.532, 2.112], [-3.895, 5.401, 2.898], [-1.869, 5.755, 1.505], [-1.379, 7.265, 2.182], [-4.576, 5.276, 3.627], [-3.818, 4.747, 2.141]], "relative_energy_ev": 0.000, "gap_ev": 8.576, "homo_energy_ev": -12.86, "e_lumo_ha": -0.157, "molar_mass_g_mol": 649.26, "total_charge": 2}